{
  "formula": "C18H23NO6",
  "method": "ωB97M-V/def2-TZVPD",
  "elements": ["C", "C", "C", "O", "C", "C", "C", "C", "O", "C", "C", "O", "O", "C", "C", "O", "N", "C", "C", "C", "C", "C", "O", "C", "C", "H", "H", "H", "H", "H", "H", "H", "H", "H", "H", "H", "H", "H", "H", "H", "H", "H", "H", "H", "H", "H", "H", "H"],
  "coordinates": [[-4.937055, -0.339076, 1.379998], [-3.474150, 0.084261, 1.400477], [-3.208514, 1.236817, 0.451344], [-4.094493, 1.736875, -0.208824], [-1.807581, 1.707558, 0.347896], [-1.525056, 2.734063, -0.558348], [-0.241097, 3.189133, -0.740556], [0.811795, 2.616679, -0.025404], [2.054963, 3.116310, -0.283261], [3.164089, 2.390358, 0.173900], [3.148839, 0.961868, -0.362237], [2.597166, 0.625123, -1.375880], [3.818190, 0.138393, 0.441387], [3.943844, -1.223886, 0.032977], [2.801411, -2.124307, 0.536120], [3.030772, -3.149755, 1.138755], [1.568736, -1.678971, 0.244444], [0.381562, -2.432606, 0.577302], [-0.546067, -2.515395, -0.628759], [-1.793748, -3.389270, -0.412179], [-2.868976, -2.689444, -1.259409], [-2.171295, -1.402072, -1.742371], [-1.047742, -1.220760, -0.908630], [0.540228, 1.608918, 0.895962], [-0.755250, 1.166492, 1.079626], [-5.236798, -0.611306, 0.370697], [-5.100444, -1.188172, 2.039855], [-5.570333, 0.483442, 1.702428], [-2.830354, -0.746127, 1.104550], [-3.187107, 0.393039, 2.408471], [-2.343419, 3.156350, -1.122159], [-0.016572, 3.975736, -1.442863], [3.241681, 2.376314, 1.268300], [4.040081, 2.905327, -0.233193], [4.880273, -1.585316, 0.459974], [3.976559, -1.275439, -1.061499], [1.421710, -0.875832, -0.351245], [-0.149628, -1.942110, 1.400216], [0.698154, -3.428797, 0.894864], [0.019612, -2.884309, -1.500911], [-1.618475, -4.416913, -0.720340], [-2.065390, -3.386936, 0.643597], [-3.748460, -2.455906, -0.663103], [-3.181707, -3.299476, -2.104182], [-1.843225, -1.513213, -2.785359], [-2.790997, -0.509360, -1.660376], [1.329227, 1.159312, 1.480323], [-0.930951, 0.390532, 1.806680]],
  "forces_ev_per_a": [[0.2, 0.1, 0.0], [-0.6, 0.0, -0.1], [0.1, -0.2, 0.2], [0.0, 0.0, 0.0], [0.3, 0.3, -0.2], [0.0, -0.1, 0.1], [0.3, 0.0, 0.0], [-0.4, 0.0, 0.0], [-0.1, 0.0, -0.1], [0.0, -0.1, 0.1], [-0.1, 0.2, -0.2], [0.1, 0.0, 0.0], [0.1, 0.2, 0.3], [0.1, -0.6, -0.2], [0.3, 0.6, -0.1], [0.2, -0.4, 0.1], [-0.5, 0.1, -0.1], [-0.2, -0.1, -0.2], [0.1, -0.4, 0.3], [0.2, 0.2, 0.0], [0.1, 0.2, 0.0], [-0.3, 0.0, -0.3], [0.2, 0.0, 0.3], [0.4, 0.2, 0.0], [-0.3, 0.1, -0.1], [-0.1, 0.0, 0.0], [0.0, -0.1, 0.0], [-0.1, 0.0, 0.0], [0.2, 0.0, 0.1], [0.1, 0.0, 0.0], [0.0, 0.0, 0.0], [0.0, 0.1, -0.1], [0.0, 0.0, -0.2], [-0.1, -0.1, 0.1], [-0.2, 0.0, 0.0], [0.1, 0.0, 0.2], [0.3, 0.0, 0.0], [-0.1, -0.1, 0.0], [-0.1, 0.1, 0.0], [0.0, 0.0, 0.1], [0.0, -0.1, 0.0], [0.0, 0.0, 0.1], [-0.1, 0.0, 0.0], [-0.1, 0.0, 0.0], [0.0, 0.1, 0.1], [0.0, 0.0, -0.1], [0.1, 0.0, 0.1], [0.0, -0.1, 0.0]],
  "lumo_ha": 0.019,
  "relative_energy_kcal_mol": 0.00,
  "smiles": "CCC(=O)c1ccc(OCC(=O)OCC(=O)NC[C@H]2CCCO2)cc1"
}